Record 1
Entry from OMol25: a cluster of 9 separate species, C33H77F6N5O14P in total at a distorted geometry (ωB97M-V/def2-TZVPD).

Charge = -1
ΔE to the lowest compared entry with this formula, charge and spin = 136.6 kcal per mole
HOMO energy = -7.63 eV
LUMO = 1.98 eV
Calculated total energy = -97178.90488 eV
Orbital gap = 9.607 eV

Cartesian coordinates (Å):
P: -13.6554 -2.7029 27.5630
F: -14.9817 -1.7155 27.2727
F: -13.7347 -2.1259 29.0680
F: -14.5727 -4.0391 27.9337
F: -12.2557 -3.5262 27.8503
F: -13.6110 -3.1500 25.9746
F: -12.7250 -1.5079 27.0683
C: -15.5689 -6.0856 32.6017
O: -16.1971 -7.2311 33.1455
C: -17.1833 -7.8073 32.3295
C: -18.4617 -6.9811 32.0165
O: -19.4526 -7.1922 33.0316
C: -20.6477 -6.6177 32.5795
C: -21.7163 -6.4661 33.6946
O: -22.0178 -7.7070 34.3866
C: -23.1651 -8.3747 33.9168
H: -15.0807 -6.3477 31.6631
H: -14.8177 -5.8754 33.3630
H: -16.2635 -5.2456 32.6065
H: -17.4507 -8.7518 32.8034
H: -16.7217 -8.0338 31.3683
H: -18.8016 -7.4572 31.0968
H: -18.3175 -5.9183 31.8220
H: -21.0617 -7.2099 31.7633
H: -20.4520 -5.6236 32.1776
H: -22.5484 -5.8600 33.3362
H: -21.3720 -5.8109 34.4948
H: -23.9832 -7.7191 33.6185
H: -23.6241 -9.0186 34.6669
H: -22.9752 -8.9374 33.0028
C: -21.3397 -1.8161 21.4974
O: -21.0470 -2.6691 22.6028
C: -20.1918 -2.1675 23.5489
C: -20.0300 -3.1910 24.6618
O: -21.2570 -3.6633 25.2461
C: -21.4445 -3.5968 26.6709
C: -22.7852 -4.0059 27.1030
O: -22.6931 -5.4596 27.0102
C: -23.9382 -6.0983 27.3684
H: -21.6856 -0.7954 21.6610
H: -22.1084 -2.4021 20.9937
H: -20.4562 -1.7465 20.8629
H: -20.6836 -1.2398 23.8416
H: -19.2841 -2.0194 22.9638
H: -19.4381 -2.8183 25.4979
H: -19.4546 -4.0038 24.2188
H: -21.1625 -2.5795 26.9426
H: -20.7754 -4.3109 27.1509
H: -23.5684 -3.6013 26.4620
H: -22.8953 -3.7320 28.1523
H: -24.2571 -5.7911 28.3644
H: -23.8061 -7.1802 27.3778
H: -24.6215 -5.7818 26.5804
C: -23.6705 11.2930 22.5651
O: -23.3766 10.0355 22.0332
C: -22.2890 9.3589 22.7238
C: -21.8843 8.0510 22.0196
O: -20.9496 7.2676 22.7541
C: -20.5507 6.0594 22.1042
C: -19.4593 5.4019 22.9177
O: -19.9081 4.8363 24.2069
C: -18.9315 4.2137 24.9656
H: -24.3097 11.1724 23.4397
H: -24.2266 11.8464 21.8085
H: -22.6824 11.7331 22.6992
H: -22.4768 9.1032 23.7666
H: -21.4328 10.0329 22.7485
H: -21.5181 8.1892 21.0022
H: -22.7752 7.4572 21.8154
H: -20.2253 6.2867 21.0891
H: -21.3389 5.3075 22.0656
H: -18.6611 6.1375 23.0176
H: -19.1033 4.5949 22.2773
H: -18.2517 3.6497 24.3271
H: -19.3633 3.5380 25.7039
H: -18.3031 4.9471 25.4711
C: -17.5357 1.2093 31.7209
O: -18.7183 0.9805 32.0315
N: -16.7769 2.1956 32.2768
C: -15.4136 2.4622 31.8121
C: -17.1708 2.9093 33.4529
H: -16.9032 0.7415 30.9506
H: -15.1614 1.8758 30.9286
H: -14.7213 2.2126 32.6162
H: -15.1925 3.4998 31.5619
H: -16.5974 2.5472 34.3063
H: -17.0224 3.9750 33.2790
H: -18.1979 2.6496 33.7092
C: -5.3128 -5.3778 31.4755
O: -4.3292 -4.8376 31.0155
N: -6.3942 -5.7303 30.7865
C: -7.5594 -6.2785 31.3930
C: -6.5259 -5.5638 29.3847
H: -5.4346 -5.5996 32.5470
H: -8.4596 -5.7825 31.0300
H: -7.6647 -6.1212 32.4664
H: -7.6851 -7.3399 31.1790
H: -6.6499 -6.5557 28.9501
H: -7.4134 -4.9993 29.0985
H: -5.6360 -5.1832 28.8834
C: -8.0078 -3.9857 23.8712
O: -7.0755 -3.3948 24.3975
N: -7.8673 -4.9994 23.0530
C: -6.5521 -5.6189 22.7207
C: -9.0275 -5.8032 22.5317
H: -9.0386 -3.5998 23.8982
H: -6.5202 -6.6139 23.1647
H: -5.7242 -4.9872 23.0427
H: -6.4908 -5.8226 21.6517
H: -8.7218 -6.3651 21.6491
H: -9.1773 -6.4150 23.4213
H: -9.8951 -5.1668 22.3574
C: -10.8674 4.2158 24.7638
O: -11.8510 4.8319 24.3796
N: -9.5754 4.5876 24.7830
C: -8.5161 3.7363 25.2915
C: -9.1988 5.9376 24.4514
H: -11.0132 3.1893 25.1340
H: -8.7937 2.7602 25.6891
H: -8.1143 4.3007 26.1330
H: -7.7810 3.6047 24.4974
H: -8.8274 6.4323 25.3488
H: -8.5295 5.9676 23.5915
H: -10.1162 6.4384 24.1420
C: -14.6394 -9.0720 21.7656
O: -14.9344 -7.9756 21.2905
N: -14.7151 -9.4289 23.0553
C: -14.1340 -10.7510 23.4526
C: -15.1893 -8.4370 24.0793
H: -14.3447 -9.9246 21.1344
H: -13.0456 -10.7236 23.5039
H: -14.2946 -11.4324 22.6171
H: -14.6577 -11.0540 24.3593
H: -15.7985 -8.9340 24.8343
H: -14.3500 -8.0318 24.6446
H: -15.6673 -7.5263 23.7185



Record 2
Entry from OMol25: a cluster of 4 separate species, C33H77N9O8P in total at a distorted geometry (ωB97M-V/def2-TZVPD).

Charge = +1
HOMO energy = -10.20 eV
LUMO = -3.91 eV
Calculated total energy = -74526.21439 eV
Orbital gap = 6.282 eV

Cartesian coordinates (Å):
C: 3.4536 -0.1924 4.6432
C: 2.1861 -1.1619 4.1525
P: 2.4212 -1.4617 2.2822
C: 2.0954 0.0952 1.2268
C: 2.0097 1.5019 2.0638
N: 1.4137 -2.7922 1.6556
C: 2.1531 -4.0618 1.2033
N: 3.5286 -4.3229 1.2456
C: 4.1088 -5.6514 0.7967
C: 4.7561 -5.6480 -0.7095
C: 4.3489 -4.3609 -1.6401
C: 5.0964 -2.9550 -1.2505
C: 6.3972 -3.1057 -0.2650
N: 6.7484 -1.6797 0.2037
N: 1.1368 -5.0691 0.6675
C: -0.1527 -4.2589 0.8692
O: -1.4253 -4.8652 0.4451
N: -1.3027 -5.3018 -0.8493
O: -0.8803 -4.3923 -1.5567
N: 0.0218 -2.8916 1.4921
C: -0.9647 -1.8127 1.8878
C: -2.1681 -1.5429 0.8065
C: -2.9109 -0.1280 1.2957
C: -1.6671 -1.2940 -0.7369
H: 4.3222 -0.4194 3.8697
H: 3.2115 0.9518 4.5493
H: 3.8684 -0.5107 5.7027
H: 2.3246 -2.1680 4.7800
H: 1.1917 -0.6221 4.4552
H: 1.1195 -0.0271 0.5578
H: 2.9931 0.1623 0.4434
H: 1.2569 1.4640 2.9597
H: 1.6177 2.3232 1.2911
H: 3.1152 1.7867 2.3711
H: 4.2317 -3.6085 1.6037
H: 5.0097 -5.8844 1.5439
H: 3.3320 -6.5190 0.9348
H: 5.9209 -5.8303 -0.6265
H: 4.3318 -6.6104 -1.2741
H: 4.6597 -4.6483 -2.7562
H: 3.1774 -4.2584 -1.6509
H: 5.4995 -2.4861 -2.2666
H: 4.2911 -2.2528 -0.7611
H: 7.3175 -3.5787 -0.8134
H: 6.2169 -3.7247 0.7114
H: 6.0813 -1.0371 -0.3043
H: 6.4100 -1.6390 1.2068
H: -1.4940 -2.2013 2.8833
H: -0.4232 -0.8020 2.2091
H: -3.0323 -2.3611 0.8438
H: -3.5401 0.3737 0.4448
H: -3.5493 -0.3923 2.2643
H: -2.0221 0.6043 1.6054
H: -2.1247 -0.2536 -1.0892
H: -2.1336 -2.0999 -1.4826
H: -0.4977 -1.2232 -0.8190
C: -2.0881 2.9826 3.7296
O: -3.3513 2.8187 3.0985
C: -4.4366 2.7595 4.0331
C: -5.3511 3.9823 3.8568
N: -4.6852 5.2072 4.3102
C: -5.4155 6.4306 3.9578
C: -5.5282 6.7720 2.4587
O: -4.2778 7.1000 1.8503
C: -3.5602 5.9834 1.3428
H: -1.3130 2.9269 2.9608
H: -2.0218 3.9608 4.2133
H: -1.9115 2.1878 4.4603
H: -4.0856 2.6698 5.0693
H: -5.0066 1.8561 3.7991
H: -6.2677 3.8320 4.4365
H: -5.6170 4.0500 2.7974
H: -3.7582 5.2554 3.8920
H: -4.8934 7.2582 4.4528
H: -6.4197 6.3876 4.3954
H: -6.1420 7.6769 2.3797
H: -6.0571 6.0015 1.8876
H: -4.2198 5.1845 0.9921
H: -2.8716 5.6033 2.0998
H: -2.9562 6.3262 0.4979
C: 3.0895 6.6744 -2.9745
O: 4.4465 6.3367 -2.7188
C: 4.9923 7.0396 -1.5950
C: 5.3189 6.0518 -0.4636
N: 4.0936 5.5155 0.1367
C: 4.3383 4.4025 1.0617
C: 4.8882 3.0959 0.4560
O: 3.9676 2.4366 -0.4153
C: 4.0318 2.8628 -1.7694
H: 2.7796 6.1692 -3.8930
H: 2.4458 6.3311 -2.1603
H: 2.9763 7.7533 -3.1154
H: 4.3281 7.8408 -1.2460
H: 5.9211 7.5064 -1.9348
H: 5.9040 6.5669 0.3053
H: 5.9313 5.2499 -0.8873
H: 3.4772 5.1870 -0.6041
H: 3.3760 4.1745 1.5357
H: 5.0084 4.7408 1.8606
H: 5.0576 2.4017 1.2874
H: 5.8631 3.2296 -0.0248
H: 5.0382 3.1728 -2.0648
H: 3.3185 3.6706 -1.9436
H: 3.7313 2.0228 -2.4021
C: -6.0563 -2.9604 -6.4391
O: -4.6993 -3.2981 -6.1834
C: -4.1534 -2.5952 -5.0596
C: -3.8268 -3.5829 -3.9282
N: -5.0521 -4.1193 -3.3279
C: -4.8074 -5.2322 -2.4028
C: -4.2576 -6.5388 -3.0086
O: -5.1782 -7.1982 -3.8799
C: -5.1140 -6.7720 -5.2340
H: -6.3662 -3.4656 -7.3576
H: -6.7000 -3.3037 -5.6249
H: -6.1695 -1.8814 -6.5800
H: -4.8176 -1.7940 -4.7106
H: -3.2246 -2.1284 -5.3994
H: -3.2418 -3.0679 -3.1593
H: -3.2145 -4.3849 -4.3519
H: -5.6686 -4.4477 -4.0687
H: -5.7697 -5.4602 -1.9288
H: -4.1374 -4.8940 -1.6039
H: -4.0882 -7.2331 -2.1771
H: -3.2827 -6.4052 -3.4894
H: -4.1075 -6.4620 -5.5294
H: -5.8273 -5.9642 -5.4082
H: -5.4145 -7.6120 -5.8667



Record 3
Entry from OMol25: a cluster of 10 separate species, C33H78N10O9 in total at a distorted geometry (ωB97M-V/def2-TZVPD).

ΔE to the lowest compared entry with this formula, charge and spin = 107.5 kcal per mole
SMILES = CCN(CC)CC.CNC(C)=O.CNC(C)=O.CNC(C)=O.CNC(C)=O.CNC(C)=O.CNC(C)=O.CNC(C)=O.CNC(C)=O.CNC(C)=O
HOMO energy = -8.41 eV
LUMO = 0.19 eV
Calculated total energy = -68812.68998 eV
Orbital gap = 8.595 eV

Cartesian coordinates (Å):
C: -1.2319 -3.9297 6.7121
C: -0.7160 -3.4778 8.1040
N: 0.5690 -2.7741 8.0939
C: 1.1513 -2.6680 9.4447
C: 0.3440 -1.7283 10.4325
C: 0.4391 -1.4202 7.4293
C: 1.8719 -0.7724 7.0454
H: -1.9842 -4.7184 6.7255
H: -0.3762 -4.3717 6.2018
H: -1.4738 -3.0433 6.1257
H: -1.4582 -2.7816 8.4947
H: -0.7859 -4.2495 8.8706
H: 1.0620 -3.6442 9.9214
H: 2.0994 -2.1334 9.5023
H: 0.3865 -0.6432 10.3381
H: -0.7078 -2.0134 10.4563
H: 0.6140 -2.1495 11.4009
H: -0.2352 -0.8580 8.0754
H: -0.1364 -1.5638 6.5148
H: 2.4478 -1.5642 6.5664
H: 2.2005 -0.4902 8.0457
H: 1.7016 0.0194 6.3160
C: 4.4745 -5.8450 3.5505
C: 4.4295 -6.8474 4.6451
O: 5.2691 -7.7490 4.5056
N: 3.6620 -6.6226 5.7092
C: 3.4876 -7.6251 6.8039
H: 4.2915 -6.2349 2.5492
H: 5.4613 -5.3865 3.6147
H: 3.7283 -5.0912 3.8018
H: 3.2124 -5.7389 5.9017
H: 3.0158 -7.1290 7.6520
H: 4.3813 -8.1361 7.1622
H: 2.8253 -8.4518 6.5470
C: -0.1647 -0.8672 -0.2736
C: -0.7238 -0.3010 -1.5360
O: -1.9064 -0.5328 -1.9254
N: 0.1034 0.3924 -2.2908
C: -0.2045 1.0691 -3.5519
H: -0.8187 -0.4047 0.4656
H: 0.8529 -0.5350 -0.0680
H: -0.1081 -1.9546 -0.2245
H: 1.0950 0.3700 -2.1001
H: 0.4593 0.7349 -4.3493
H: -0.1102 2.1542 -3.5098
H: -1.2725 0.9378 -3.7253
C: -1.3557 -3.6531 -8.7356
C: -0.8020 -2.7859 -9.8243
O: 0.3311 -2.2453 -9.7408
N: -1.6638 -2.6050 -10.8731
C: -1.3189 -1.8912 -12.0536
H: -1.9072 -4.5385 -9.0519
H: -2.0303 -3.0430 -8.1349
H: -0.5748 -3.9627 -8.0410
H: -2.6627 -2.6913 -10.7506
H: -0.4046 -2.1487 -12.5883
H: -1.2989 -0.8239 -11.8332
H: -2.0635 -2.0509 -12.8334
C: 0.5158 10.2126 -6.0722
C: 1.1424 9.2726 -5.1125
O: 0.3973 8.8303 -4.2506
N: 2.4576 8.9965 -5.2571
C: 3.2136 8.1930 -4.3906
H: 0.7850 10.0926 -7.1216
H: 0.5744 11.2289 -5.6827
H: -0.5647 10.1281 -5.9555
H: 2.9703 9.6354 -5.8479
H: 2.6490 7.2979 -4.1295
H: 3.6560 8.7476 -3.5631
H: 4.0965 7.8675 -4.9407
C: -12.1393 0.9619 1.9390
C: -10.7258 0.2037 1.8083
O: -10.6522 -1.0134 2.0445
N: -9.5947 0.8546 1.5301
C: -8.2694 0.1261 1.5064
H: -12.9171 0.2945 1.5678
H: -12.1017 1.9367 1.4527
H: -12.4778 0.9272 2.9746
H: -9.5652 1.8560 1.4020
H: -7.4548 0.1883 2.2279
H: -7.9091 0.6666 0.6312
H: -8.3982 -0.8962 1.1509
C: -7.0580 -6.3226 1.3724
C: -6.1296 -6.9509 0.3070
O: -6.5918 -8.0290 -0.1219
N: -5.0564 -6.2802 -0.0761
C: -4.2318 -6.5798 -1.2830
H: -7.1498 -7.1011 2.1298
H: -8.0501 -6.0263 1.0318
H: -6.5661 -5.4976 1.8877
H: -4.7946 -5.4228 0.3891
H: -4.8465 -6.8173 -2.1513
H: -3.5801 -7.4174 -1.0342
H: -3.6847 -5.6491 -1.4329
C: 5.7082 2.8737 0.7198
C: 6.2817 2.7288 -0.6884
O: 5.6431 2.0809 -1.4910
N: 7.4267 3.2751 -0.8979
C: 8.1132 3.0425 -2.1071
H: 6.0304 2.1666 1.4842
H: 4.6374 2.7283 0.5775
H: 5.9684 3.8692 1.0794
H: 7.9913 3.8364 -0.2763
H: 8.2023 2.0079 -2.4383
H: 9.1140 3.4743 -2.1168
H: 7.5732 3.5530 -2.9046
C: -0.7749 5.9604 2.8078
C: -1.1503 5.2599 4.1216
O: -1.7098 4.1715 4.2457
N: -0.8980 5.9280 5.2448
C: -1.0124 5.4045 6.5983
H: 0.0185 6.6851 2.9905
H: -1.5709 6.5301 2.3284
H: -0.3665 5.2687 2.0710
H: -0.4962 6.8537 5.2039
H: -1.6791 6.0593 7.1594
H: 0.0014 5.3786 6.9979
H: -1.3816 4.3820 6.6777
C: 3.8859 3.0617 -9.0848
C: 5.1658 2.4186 -8.6637
O: 6.2136 3.0878 -8.7232
N: 5.1027 1.0913 -8.4254
C: 6.2303 0.3527 -7.8249
H: 4.1151 3.6874 -9.9474
H: 3.5364 3.7295 -8.2974
H: 2.9135 2.5697 -9.0622
H: 4.3886 0.5192 -8.8530
H: 5.6584 -0.3628 -7.2340
H: 6.8556 1.0551 -7.2738
H: 6.8452 -0.0337 -8.6377